Record 1
The following is a DFT calculation (ωB97M-V/def2-TZVPD) of a molecular structure, C34H51BiClFN9O4S in a non-equilibrium geometry.

Last column: Mulliken charge in e.
Positions of all 102 atoms, in Å:
C1 0.21105 -0.21118 1.25196  0.182
H1 1.10825 -4.20188 0.31526  0.428
C2 3.63365 0.41722 -2.45914  1.254
N1 -1.45285 -2.31338 -1.71774  -0.401
C3 -1.95945 0.87192 1.61376  -0.047
H2 -1.81805 -4.04078 0.02246  0.175
O1 2.34155 -2.00968 0.29546  -0.693
H3 3.41895 2.45282 -1.76824  0.400
C4 -4.59475 -0.89468 -0.98744  0.641
H4 0.72025 -5.61698 -3.00934  0.386
C5 -2.41895 2.26022 3.54166  -1.234
C6 -5.43875 3.40152 5.39836  -0.992
C7 -0.97025 0.80322 -2.68914  0.660
H5 0.64415 1.74492 -1.63684  0.258
S1 3.86135 -2.26858 -3.13044  0.323
C8 -2.62195 2.53422 -1.24464  -0.597
Bi1 0.78675 -2.33958 -1.60784  2.286
H6 5.39265 -2.05718 -7.34774  0.353
H7 -5.11355 3.35152 3.28046  0.419
F1 -4.03625 1.92702 1.82126  -0.433
N2 -5.62495 -0.39128 -1.10184  -0.721
H8 -3.25955 3.20642 -0.69074  0.441
H9 2.95935 0.33202 3.16176  0.620
C9 -0.42715 1.70672 -1.77544  -0.403
C10 -0.65905 0.65222 2.05996  0.614
H10 6.79365 -1.41178 -6.49824  0.341
N3 1.07075 1.02702 3.67126  0.163
H11 5.28455 -0.20048 -4.92874  0.162
C11 -1.12855 2.03022 3.98926  -0.763
H12 -1.89795 4.58812 4.53876  0.402
H13 -0.56035 -5.57548 -4.23994  0.471
H14 -2.79155 0.08672 -3.56924  0.351
C12 -3.68065 5.06052 5.64326  -0.754
O2 3.78545 -0.42308 0.90076  -0.772
H15 -3.36415 4.55002 6.55406  0.363
H16 -6.51295 3.24512 5.30266  0.426
H17 -0.81625 -3.22478 -3.70564  0.254
C13 1.57635 -0.23788 1.68776  0.005
H18 -1.87175 -6.28408 -2.54994  0.442
H19 2.64035 0.14402 -2.09134  -1.030
C14 2.12655 2.95632 4.77866  -0.981
C15 -2.35475 0.77882 -2.86084  -0.547
H20 0.79725 0.17202 -3.52884  0.084
H21 0.14875 -3.01348 0.95506  0.197
N4 0.22145 -3.70548 0.21696  -0.629
H22 -1.01125 -5.07128 1.21476  0.543
H23 -1.25975 -6.61368 -0.43574  0.377
N5 -3.28875 3.04922 4.34146  0.179
C16 -0.21915 1.24592 3.26136  0.089
C17 -0.74395 -5.73138 -0.81494  -0.798
H24 -5.44685 5.29982 4.61206  0.399
H25 4.24225 1.36742 -0.63384  0.253
C18 -1.24865 2.56382 -1.06764  -0.523
O3 2.53415 -1.83768 -3.67574  -0.777
H26 -1.96165 -4.56798 -2.16844  0.326
H27 2.40465 0.87422 5.23536  0.495
H28 0.75935 -3.55738 -4.14104  0.239
C19 1.92655 0.37202 2.84566  -0.028
Cl1 2.39025 -4.36218 -1.66964  -0.474
C20 -0.22525 -5.14948 -3.28644  -0.926
N6 -0.16395 -0.09318 -3.37714  -0.311
C21 2.68025 -0.94718 0.87746  -0.230
C22 4.54445 -0.78148 -2.27744  -1.182
C23 -2.43855 -1.82728 -1.29254  0.478
H29 5.97515 -2.48438 -4.20284  0.477
H30 -0.59295 -0.50238 -4.19154  0.220
H31 -0.80605 3.26442 -0.37234  0.425
O4 -0.26165 -0.83168 0.29066  0.040
H32 0.81525 1.47882 5.68966  0.453
C24 -2.80655 1.68072 2.32466  0.473
H33 -5.66005 5.28862 6.26436  0.358
H34 -4.92185 1.78372 4.08896  0.494
C25 4.13045 1.63132 -1.68284  -1.623
N7 -5.14415 4.85612 5.49066  -0.111
H35 -3.29315 5.00352 3.52136  0.210
H36 5.55195 -0.59658 -2.64094  0.659
H37 1.35105 3.62882 4.41866  0.267
H38 -5.07955 2.91972 6.30756  0.382
H39 -2.28145 0.42062 0.68756  0.220
C26 1.59285 1.53402 4.92556  -1.105
H40 -0.83515 2.47262 4.92666  0.631
H41 5.69925 -0.32248 -7.34774  0.400
H42 -3.46225 6.12532 5.72796  0.411
H43 5.09195 1.96942 -2.06424  0.464
H44 0.31625 -5.97098 -0.88034  0.396
H45 3.87145 -0.88308 -5.74814  0.153
C27 4.97955 -2.30378 -4.60604  -0.898
C28 5.75105 -1.22638 -6.74624  -1.468
C29 -4.71485 2.85022 4.17586  -0.573
C30 -3.17045 1.63432 -2.14564  -0.652
H46 3.54145 0.66522 -3.51934  0.561
N8 0.03275 -3.71798 -3.45114  -0.592
H47 4.65735 -3.18338 -5.16474  0.491
H48 -4.23865 1.59042 -2.28654  0.517
H49 2.95085 2.97202 4.06966  0.343
C31 -2.97465 4.46002 4.42896  -0.470
H50 4.59055 -1.04858 -1.22084  0.496
H51 2.48955 3.31852 5.73636  0.399
C32 -0.91535 -4.62058 0.21996  -0.742
C33 -1.28885 -5.42338 -2.21954  -0.482
N9 -3.47935 -1.47748 -0.73324  -0.602
C34 4.91515 -1.06658 -5.47994  0.146

Computed properties:
Total charge ... +1
ΔE to the lowest compared entry with this formula, charge and spin ... 58.05 kcal/mol
2S+1 ... 1


Record 2
The following is a DFT calculation (ωB97M-V/def2-TZVPD) of a molecular structure, C2HHgO3 in a non-equilibrium geometry.

Last column: Mulliken spin population.
Positions of all 7 atoms, in Å:
Hg1 -2.02042 -0.19766 0.94811  0.851
O1 -0.03214 -0.86943 -0.24131  -0.007
H1 1.96313 -1.51379 -0.50233  -0.002
C1 1.38977 -0.89312 -1.22390  0.040
O2 1.48776 0.45910 -0.67619  0.016
C2 0.35260 0.33881 0.04533  0.025
O3 -0.31399 1.24013 0.53802  0.077

Computed properties:
E_tot ... -12402.3782 eV
2S+1 ... 2